Computed, not measured: 3 unconnected molecules or ions with the total composition C15H25N2O8S2, with the ωB97M-V functional and the def2-TZVPD basis.

Each atom is followed by the atoms it is bonded to, with distances in Å.
Positions of all 52 atoms, in Å:
1 N -2.8056 0.8378 0.7624  C2 1.472, H14 1.012, H15 1.014
2 C -1.4717 0.3702 0.3514  N1 1.472, C3 1.518, H16 1.103, H17 1.091
3 C -1.2271 0.5223 -1.1395  C2 1.518, C4 1.538, H18 1.089, H19 1.101
4 C -2.3222 -0.0104 -2.0782  C3 1.538, C5 1.529, H20 1.092, H21 1.094
5 C -2.9767 -1.3090 -1.6051  C4 1.529, C6 1.538, H22 1.088, H23 1.099
6 C -2.0776 -2.5337 -1.8460  C5 1.538, N7 1.446, H24 1.098, H25 1.103
7 N -1.0201 -2.6630 -0.8679  C6 1.446, C8 1.335
8 C -1.0472 -3.7332 -0.0704  N7 1.335, C9 1.435, C13 1.440
9 C 0.1620 -4.1707 0.5674  C8 1.435, C10 1.377, H26 1.084
10 C 0.2028 -5.2339 1.4411  C9 1.377, C11 1.403, H27 1.086
11 C -0.9476 -5.9782 1.7430  C10 1.403, C12 1.397, H28 1.083
12 C -2.1448 -5.5801 1.1426  C11 1.397, C13 1.381, H29 1.087
13 C -2.2136 -4.4993 0.2859  C8 1.440, C12 1.381, H30 1.083
14 H -2.8467 0.8898 1.7726  N1 1.012
15 H -2.9531 1.7795 0.4151  N1 1.014
16 H -0.7010 0.9845 0.8458  C2 1.103
17 H -1.3070 -0.6698 0.6353  C2 1.091
18 H -0.2551 0.0932 -1.3762  C3 1.089
19 H -1.1196 1.6054 -1.3074  C3 1.101
20 H -3.0541 0.7742 -2.2832  C4 1.092
21 H -1.8403 -0.2371 -3.0343  C4 1.094
22 H -3.2715 -1.2523 -0.5592  C5 1.088
23 H -3.9078 -1.4380 -2.1752  C5 1.099
24 H -2.6928 -3.4374 -1.9523  C6 1.098
25 H -1.5981 -2.3747 -2.8265  C6 1.103
26 H 1.0761 -3.6339 0.3384  C9 1.084
27 H 1.1485 -5.5042 1.9014  C10 1.086
28 H -0.9132 -6.8200 2.4234  C11 1.083
29 H -3.0507 -6.1369 1.3673  C12 1.087
30 H -3.1675 -4.2091 -0.1371  C13 1.083
31 C 2.8755 1.7303 -2.3615  C32 1.516, O37 1.432, H38 1.091, H39 1.086
32 C 3.5299 3.0812 -2.5747  C31 1.516, O33 1.436, H40 1.086, H41 1.092
33 O 2.4880 3.8826 -3.1531  C32 1.436, S34 1.603
34 S 1.0693 3.4407 -2.5525  O33 1.603, O35 1.421, O36 1.416, O37 1.591
35 O 0.7184 4.3085 -1.4831  S34 1.421
36 O 0.1858 3.2145 -3.6357  S34 1.416
37 O 1.5497 2.0578 -1.9292  C31 1.432, S34 1.591
38 H 2.8099 1.1577 -3.2879  C31 1.091
39 H 3.3639 1.1345 -1.5959  C31 1.086
40 H 4.3734 3.0434 -3.2578  C32 1.086
41 H 3.8379 3.5336 -1.6300  C32 1.092
42 C 1.4548 2.7002 2.2845  C43 1.514, O48 1.441, H49 1.091, H50 1.087
43 C 1.1938 3.4829 3.5538  C42 1.514, O44 1.437, H51 1.086, H52 1.092
44 O 2.2642 3.0929 4.4293  C43 1.437, S45 1.597
45 S 3.5887 2.8238 3.5790  O44 1.597, O46 1.421, O47 1.417, O48 1.594
46 O 4.4124 3.9812 3.5954  S45 1.421
47 O 4.1099 1.5602 3.9532  S45 1.417
48 O 2.8890 2.7330 2.1501  C42 1.441, S45 1.594
49 H 1.1329 1.6622 2.3758  C42 1.091
50 H 0.9973 3.1489 1.4065  C42 1.087
51 H 0.2413 3.2378 4.0136  C43 1.086
52 H 1.2574 4.5598 3.3860  C43 1.092

Properties
* charge: -1
* lowest unoccupied orbital energy: 2.06 eV
* electronic energy: -2094.32636 Eh
* orbital gap: 4.2 eV

Atom charges from the natural (NBO) analysis, given in e for atoms 1 to 8: atom 1 (N): -0.840, atom 2 (C): -0.225, atom 3 (C): -0.396, atom 4 (C): -0.394, atom 5 (C): -0.414, atom 6 (C): -0.220, atom 7 (N): -0.701, atom 8 (C): 0.191

***

Computed, not measured: 2 unconnected molecules or ions with the total composition C15H25N3O5 at a distorted geometry, with the ωB97M-V functional and the def2-TZVPD basis.

Each atom is followed by the atoms it is bonded to, with distances in Å.
Positions of all 48 atoms, in Å:
1 N 0.8457 -0.9092 -2.2616  C2 1.437, H14 0.899, H15 0.995
2 C 0.6354 0.5080 -2.3699  N1 1.437, C3 1.565, C11 1.587, H16 1.084
3 C -0.8689 0.8650 -2.6150  C2 1.565, C4 1.533, H17 1.029, H18 1.047
4 C -1.2368 0.7930 -4.1018  C3 1.533, C5 1.424, C10 1.364
5 C -0.9462 1.8166 -5.0481  C4 1.424, C6 1.405, H19 1.012
6 C -1.3271 1.6249 -6.3866  C5 1.405, C7 1.366, H20 1.073
7 C -1.6993 0.4145 -6.8982  C6 1.366, O8 1.353, C9 1.378
8 O -1.8698 0.2213 -8.2269  C7 1.353, H21 0.891
9 C -1.8359 -0.6399 -6.0208  C7 1.378, C10 1.409, H22 1.052
10 C -1.6348 -0.3922 -4.6481  C4 1.364, C9 1.409, H23 1.033
11 C 0.9256 1.3768 -1.0745  C2 1.587, O12 1.218, O13 1.310
12 O 0.5135 2.4964 -0.8275  C11 1.218
13 O 1.4984 0.7414 -0.0817  C11 1.310, H24 1.061
14 H 0.6191 -1.2272 -1.4521  N1 0.899
15 H 1.7987 -1.1506 -2.4140  N1 0.995
16 H 1.2069 0.8488 -3.2255  C2 1.084
17 H -1.0377 1.8053 -2.2334  C3 1.029
18 H -1.4197 0.1276 -2.1159  C3 1.047
19 H -0.6249 2.7471 -4.8152  C5 1.012
20 H -1.1970 2.4525 -7.0568  C6 1.073
21 H -2.4484 -0.4488 -8.3304  O8 0.891
22 H -2.3420 -1.4993 -6.3543  C9 1.052
23 H -1.5091 -1.1769 -3.9885  C10 1.033
24 H 1.7155 -0.2708 -0.3136  O13 1.061
25 N 1.8844 -1.4340 0.5693  C26 1.474, H35 0.982, H36 0.931
26 C 0.5525 -1.8541 1.0412  N25 1.474, C27 1.576, H37 1.051, H38 1.041
27 C 0.4468 -2.0361 2.6027  C26 1.576, C28 1.555, H39 1.088, H40 1.064
28 C 0.4706 -0.6393 3.2849  C27 1.555, C29 1.527, H41 1.124, H42 1.048
29 C 0.0003 -0.5217 4.7332  C28 1.527, C30 1.542, H43 1.071, H44 1.122
30 C 0.2574 0.8876 5.3034  C29 1.542, N31 1.488, C32 1.520, H45 1.087
31 N 1.7018 1.2264 5.1889  C30 1.488, H46 0.972, H47 0.905
32 C -0.2235 0.7961 6.7423  C30 1.520, O33 1.204, O34 1.336
33 O 0.4869 1.0106 7.6904  C32 1.204
34 O -1.5154 0.4667 6.8233  C32 1.336, H48 0.993
35 H 2.4798 -2.1940 0.7480  N25 0.982
36 H 2.2038 -0.7555 1.1212  N25 0.931
37 H 0.3155 -2.7194 0.4941  C26 1.051
38 H -0.1746 -1.1602 0.7694  C26 1.041
39 H 1.2442 -2.6568 3.0049  C27 1.088
40 H -0.4548 -2.5636 2.8059  C27 1.064
41 H -0.1475 0.1020 2.7089  C28 1.124
42 H 1.4547 -0.2794 3.2664  C28 1.048
43 H -1.0133 -0.8376 4.8740  C29 1.071
44 H 0.6410 -1.1819 5.3751  C29 1.122
45 H -0.3350 1.6328 4.7783  C30 1.087
46 H 1.7615 2.1962 5.1696  N31 0.972
47 H 2.0081 0.9462 5.9929  N31 0.905
48 H -1.8065 0.4445 7.7720  O34 0.993

Properties
* SMILES: N[C@@H](Cc1ccc(O)cc1)C(=O)O.NCCCC[C@H](N)C(=O)O
* lowest unoccupied orbital energy: 0.55 eV
* electronic energy: -1126.97445 Eh
* energy above the lowest of the compared OMol25 structures with the same formula, charge and spin: 289.1 kJ/mol
* orbital gap: 8.9 eV

Atom charges from the natural (NBO) analysis, given in e for atoms 1 to 8: atom 1 (N): -0.796, atom 2 (C): -0.149, atom 3 (C): -0.416, atom 4 (C): -0.029, atom 5 (C): -0.170, atom 6 (C): -0.267, atom 7 (C): 0.290, atom 8 (O): -0.658

***

Computed, not measured: a single C15H25NO3 molecule, with the ωB97M-V functional and the def2-TZVPD basis.

Each atom is followed by the atoms it is bonded to, with distances in Å.
Positions of all 44 atoms, in Å:
1 C -2.9410 -2.2259 -0.6059  C2 1.526, H20 1.087, H21 1.087, H22 1.087
2 C -2.2082 -2.7063 0.6439  C1 1.526, O3 1.416, H23 1.094, H24 1.096
3 O -1.1562 -1.8445 1.0370  C2 1.416, C4 1.365
4 C 0.0666 -1.9414 0.4375  O3 1.365, C5 1.388, C19 1.397
5 C 0.3905 -2.7861 -0.6148  C4 1.388, C6 1.387, H25 1.078
6 C 1.6880 -2.7865 -1.1045  C5 1.387, C7 1.377, H26 1.080
7 C 2.6488 -1.9455 -0.5888  C6 1.377, C8 1.397, H27 1.078
8 C 2.3272 -1.0764 0.4572  C7 1.397, O9 1.363, C19 1.388
9 O 3.3475 -0.3020 0.9236  C8 1.363, C10 1.415
10 C 3.0812 0.9629 1.4986  O9 1.415, C11 1.537, H28 1.094, H29 1.092
11 C 3.1456 2.0957 0.4622  C10 1.537, C12 1.529, H30 1.091, H31 1.090
12 C 2.2546 1.8787 -0.7610  C11 1.529, N13 1.449, H32 1.095, H33 1.106
13 N 0.8492 1.8315 -0.4100  C12 1.449, C14 1.452, H34 1.017
14 C -0.0114 1.6117 -1.5584  N13 1.452, C15 1.524, H35 1.095, H36 1.106
15 C -1.4130 1.2212 -1.1042  C14 1.524, C16 1.532, H37 1.091, H38 1.091
16 C -2.0767 2.3262 -0.2756  C15 1.532, O17 1.412, H39 1.098, H40 1.093
17 O -3.2234 1.8852 0.4213  C16 1.412, C18 1.407
18 C -2.9438 1.2268 1.6331  O17 1.407, H41 1.095, H42 1.098, H43 1.089
19 C 1.0396 -1.0961 0.9750  C4 1.397, C8 1.388, H44 1.080
20 H -3.7416 -2.9210 -0.8439  C1 1.087
21 H -3.3706 -1.2421 -0.4345  C1 1.087
22 H -2.2647 -2.1633 -1.4552  C1 1.087
23 H -2.8942 -2.7019 1.4963  C2 1.094
24 H -1.8322 -3.7273 0.5094  C2 1.096
25 H -0.3382 -3.4478 -1.0534  C5 1.078
26 H 1.9423 -3.4521 -1.9159  C6 1.080
27 H 3.6555 -1.9389 -0.9741  C7 1.078
28 H 3.8697 1.1164 2.2420  C10 1.094
29 H 2.1202 0.9812 2.0173  C10 1.092
30 H 4.1750 2.1924 0.1138  C11 1.091
31 H 2.8566 3.0216 0.9604  C11 1.090
32 H 2.3932 2.7209 -1.4470  C12 1.095
33 H 2.5793 0.9649 -1.2918  C12 1.106
34 H 0.6994 1.0627 0.2385  N13 1.017
35 H -0.0442 2.5398 -2.1392  C14 1.095
36 H 0.3837 0.8148 -2.2161  C14 1.106
37 H -1.3395 0.3184 -0.4961  C15 1.091
38 H -2.0336 0.9914 -1.9716  C15 1.091
39 H -1.3400 2.7417 0.4243  C16 1.098
40 H -2.4236 3.1272 -0.9340  C16 1.093
41 H -2.3612 0.3110 1.4893  C18 1.095
42 H -2.3968 1.8861 2.3192  C18 1.098
43 H -3.9073 0.9719 2.0714  C18 1.089
44 H 0.7475 -0.4973 1.8248  C19 1.080

Properties
* SMILES: CCOc1cccc(OCCCNCCCOC)c1
* lowest unoccupied orbital energy: 0.88 eV
* electronic energy: -866.99505 Eh
* energy above the lowest of the compared OMol25 structures with the same formula, charge and spin: 292.7 kJ/mol
* orbital gap: 9.3 eV

Atom charges from the natural (NBO) analysis, given in e for atoms 1 to 8: atom 1 (C): -0.643, atom 2 (C): -0.065, atom 3 (O): -0.523, atom 4 (C): 0.414, atom 5 (C): -0.366, atom 6 (C): -0.162, atom 7 (C): -0.298, atom 8 (C): 0.340

***

Number 1: HOMO level -2.160 eV. Number 2: HOMO level -8.373 eV. Number 3: HOMO level -8.450 eV.